w) DFT (the ωB97M-V functional and the def2-TZVPD basis) results for an isolated molecule of C2H2Cl3F.

As for the total charge: 0. The SMILES is FCC(Cl)(Cl)Cl. The lowest unoccupied orbital energy is 0.617 eV. Its gap between HOMO and LUMO is 11.76 eV.

Cartesian coordinates (Å):
F1 2.255 -0.166 0.709
C1 0.964 -0.310 1.193
C2 -0.078 -0.015 0.090
Cl1 -1.645 0.008 0.871
Cl2 0.145 1.527 -0.783
Cl3 -0.106 -1.284 -1.127
H1 0.826 0.489 1.974
H2 0.858 -1.297 1.601

Atom charges from the Löwdin analysis, given in e for atoms 1 to 4: F -0.062; C -0.329; C -1.614; Cl 0.603

x) DFT (the ωB97M-V functional and the def2-TZVPD basis) results for an isolated molecule of C2H2Cl3F.

As for the total charge: 0. The SMILES is F[C@H](Cl)C(Cl)Cl. The lowest unoccupied orbital energy is 0.611 eV. Its gap between HOMO and LUMO is 11.93 eV.

Cartesian coordinates (Å):
F1 0.108 -0.195 1.788
C1 -0.425 0.242 0.607
Cl1 -2.124 -0.240 0.601
C2 0.579 -0.191 -0.524
Cl2 0.689 -1.982 -0.864
Cl3 0.016 0.590 -2.117
H1 -0.324 1.365 0.765
H2 1.481 0.411 -0.255

Atom charges from the Löwdin analysis, given in e for atoms 1 to 4: F -0.077; C -0.850; Cl 0.651; C -0.969

y) DFT (the ωB97M-V functional and the def2-TZVPD basis) results for an isolated molecule of C2H2Cl3F.

As for the total charge: 0. The SMILES is FC(Cl)(Cl)CCl. The lowest unoccupied orbital energy is 0.548 eV. Its gap between HOMO and LUMO is 11.80 eV.

Cartesian coordinates (Å):
F1 0.407 0.476 1.589
C1 0.692 0.305 0.207
Cl1 2.010 -0.600 0.127
Cl2 0.732 2.055 -0.055
C2 -0.604 -0.454 -0.410
Cl3 -2.207 0.154 0.267
H1 -0.637 -0.267 -1.430
H2 -0.392 -1.670 -0.293

Atom charges from the Löwdin analysis, given in e for atoms 1 to 4: F -0.227; C -1.410; Cl 0.846; Cl 0.668

What should be chosen as the least stable of them? Choose y).

w) DFT (the ωB97M-V functional and the def2-TZVPD basis) results for a structure of composition C3H6N2O.

As for the total charge: 0. The lowest unoccupied orbital energy (alpha / beta) is -0.018 / -0.390 eV. Its gap between HOMO and LUMO (alpha / beta) is 8.02 / 7.59 eV.

Cartesian coordinates (Å):
O1 -1.317 -1.159 0.910
C1 -1.101 -0.607 -0.260
N1 0.114 -1.079 -0.754
C2 1.001 -0.267 0.032
C3 0.425 1.122 -0.166
N2 -1.065 0.810 -0.351
H1 0.221 -2.077 -0.594
H2 2.083 -0.400 -0.072
H3 -0.160 -0.929 1.285
H4 0.652 1.809 0.661
H5 0.766 1.583 -1.105
H6 -1.618 1.194 0.415

Atom charges from the Löwdin analysis, given in e for atoms 1 to 4: O -0.022; C -0.504; N 0.045; C -0.135

x) DFT (the ωB97M-V functional and the def2-TZVPD basis) results for an isolated molecule of C3H6N2O.

As for the total charge: 0. The SMILES is N#C[C@H](O)CN. The lowest unoccupied orbital energy is 0.570 eV. Its gap between HOMO and LUMO is 11.14 eV.

Cartesian coordinates (Å):
N1 -1.051 2.158 1.764
C1 -0.782 1.067 1.496
C2 -0.437 -0.219 0.859
O1 0.657 -0.812 1.495
C3 -0.219 0.174 -0.650
N2 0.893 -0.559 -1.225
H1 -1.308 -0.886 0.936
H2 1.308 -1.031 0.805
H3 -0.042 1.252 -0.721
H4 -1.166 -0.002 -1.176
H5 0.578 -1.207 -1.935
H6 1.570 0.064 -1.648

Atom charges from the Löwdin analysis, given in e for atoms 1 to 4: N 0.155; C -0.173; C -0.372; O -0.025

What should be chosen as the least stable of them? Choose w).

w) DFT (the ωB97M-V functional and the def2-TZVPD basis) results for an isolated molecule of C3H6N2O.

As for the total charge: 0. The SMILES is NC(=O)N1CC1. The lowest unoccupied orbital energy is 0.792 eV. Its gap between HOMO and LUMO is 9.76 eV.

Cartesian coordinates (Å):
N1 -1.931 -0.481 -0.043
C1 -1.002 0.329 -0.258
O1 -1.121 1.495 0.058
N2 0.262 -0.005 -0.624
C2 1.194 -0.680 0.200
C3 1.330 0.911 -0.087
H1 -1.868 -1.550 -0.222
H2 -3.006 -0.375 0.083
H3 2.012 -1.345 -0.435
H4 1.093 -1.002 1.216
H5 2.248 1.256 -0.651
H6 0.790 1.447 0.762

Atom charges from the Löwdin analysis, given in e for atoms 1 to 4: N 0.165; C -0.738; O 0.021; N -0.066

x) DFT (the ωB97M-V functional and the def2-TZVPD basis) results for an isolated molecule of C3H6N2O.

As for the total charge: 0. The SMILES is O=C1NCCN1. The lowest unoccupied orbital energy is 0.801 eV. Its gap between HOMO and LUMO is 10.61 eV.

Cartesian coordinates (Å):
O1 2.590 -0.050 -0.654
C1 1.438 -0.112 -0.286
N1 0.672 1.017 0.055
C2 -0.747 0.764 -0.071
C3 -0.846 -0.619 0.455
N2 0.541 -1.195 -0.304
H1 1.026 1.880 -0.325
H2 -1.085 0.730 -1.118
H3 -1.356 1.465 0.497
H4 -0.674 -0.719 1.542
H5 -1.803 -1.136 0.214
H6 0.047 -1.934 0.154

Atom charges from the Löwdin analysis, given in e for atoms 1 to 4: O 0.064; C -0.565; N 0.047; C -0.232

What should be chosen as the least stable of them? Choose w).

w) DFT (the ωB97M-V functional and the def2-TZVPD basis) results for an isolated molecule of C3H6N2O.

As for the total charge: 0. The SMILES is C=NNCC=O. The lowest unoccupied orbital energy is 0.838 eV. Its gap between HOMO and LUMO is 10.11 eV.

Cartesian coordinates (Å):
C1 -0.262 0.362 -2.403
N1 0.435 0.918 -1.457
N2 0.564 0.238 -0.242
C2 -0.469 -0.691 0.166
C3 -0.383 -0.674 1.673
O1 0.365 0.007 2.304
H1 -0.145 0.977 -3.333
H2 -0.635 -0.634 -2.389
H3 0.599 0.931 0.549
H4 -1.491 -0.346 0.008
H5 -0.366 -1.787 -0.207
H6 -1.188 -1.270 2.215

Atom charges from the Löwdin analysis, given in e for atoms 1 to 4: C -0.069; N -0.055; N -0.093; C -0.216

x) DFT (the ωB97M-V functional and the def2-TZVPD basis) results for an isolated molecule of C3H6N2O.

As for the total charge: 0. The SMILES is C=N/N=C\CO. The lowest unoccupied orbital energy is 0.241 eV. Its gap between HOMO and LUMO is 10.23 eV.

Cartesian coordinates (Å):
C1 2.152 -0.544 0.004
N1 0.842 -0.234 0.127
N2 0.695 1.156 -0.241
C2 -0.563 1.158 -0.201
C3 -1.496 0.145 0.277
O1 -1.608 -1.099 -0.424
H1 2.527 -1.663 0.110
H2 3.000 0.112 -0.608
H3 -1.034 2.073 -0.332
H4 -1.277 -0.015 1.353
H5 -2.531 0.532 0.157
H6 -0.707 -1.621 -0.222

Atom charges from the Löwdin analysis, given in e for atoms 1 to 4: C -0.020; N -0.111; N 0.060; C -0.195

What should be chosen as the least stable of them? Choose x).

w) DFT (the ωB97M-V functional and the def2-TZVPD basis) results for a cluster of 2 separate species, C3H6N2O in total.

As for the total charge: 0. The SMILES is [H]/N=C1/CO/C1=N\[H].[H][H]. The lowest unoccupied orbital energy is 0.242 eV. Its gap between HOMO and LUMO is 10.81 eV.

Cartesian coordinates (Å):
H1 2.012 0.532 1.052
N1 1.740 -0.006 0.224
C1 0.555 0.266 -0.089
C2 -0.392 -0.181 -1.182
O1 -1.409 0.697 -0.613
C3 -0.576 1.125 0.396
N2 -0.742 1.921 1.350
H2 -1.684 2.310 1.357
H3 -0.125 0.124 -2.196
H4 -0.703 -1.227 -1.152
H5 0.921 -2.514 0.451
H6 0.403 -3.047 0.402

Atom charges from the Löwdin analysis, given in e for atoms 1 to 4: H 0.076; N 0.173; C -0.305; C -0.077

x) DFT (the ωB97M-V functional and the def2-TZVPD basis) results for an isolated molecule of C3H6N2O.

As for the total charge: 0. The SMILES is C/N=C/NC=O. The lowest unoccupied orbital energy is 0.952 eV. Its gap between HOMO and LUMO is 11.05 eV.

Cartesian coordinates (Å):
C1 0.149 0.661 -2.083
N1 0.090 0.779 -0.640
C2 -0.392 -0.201 -0.013
N2 -0.527 -0.192 1.402
C3 0.455 -0.625 2.250
O1 0.422 -0.498 3.453
H1 1.180 0.824 -2.410
H2 -0.191 -0.315 -2.461
H3 -0.467 1.452 -2.523
H4 -0.736 -1.115 -0.513
H5 -1.269 0.349 1.826
H6 1.285 -1.121 1.712

Atom charges from the Löwdin analysis, given in e for atoms 1 to 4: C -0.135; N 0.020; C -0.229; N 0.049

What should be chosen as the least stable of them? Choose w).